C3H4N2O2 | ωB97M-V with the def2-TZVPD basis set

**E_LUMO (alpha / beta)**: -1.67 / -1.45 eV
**F_max**: 5.2 eV/Å
**Gap between HOMO and LUMO (alpha / beta)**: 7.63 / 7.88 eV
**2S+1**: 1

The geometry in XYZ format:
```
11
C3H4N2O2 (ωB97M-V with the def2-TZVPD basis set)
C 1.09950 0.68860 -1.20794
C 1.25635 0.82114 0.14223
C -0.01215 -0.17866 -1.30753
N 0.24684 0.16906 0.76223
N -0.51032 -0.32697 -0.12829
O -1.47777 -1.11422 2.04156
O -1.94549 -1.23281 0.81700
H 1.79250 0.98065 -2.04249
H 2.08395 1.22700 0.65844
H -0.53468 -0.51435 -2.24383
H -1.99872 -0.51944 2.50862
```



C5H11IO3S | ωB97M-V with the def2-TZVPD basis set

**E_LUMO**: 0.45 eV
**F_max**: 4.9 eV/Å
**Gap between HOMO and LUMO**: 8.69 eV
**2S+1**: 1

The geometry in XYZ format:
```
21
C5H11IO3S (ωB97M-V with the def2-TZVPD basis set)
C -2.75365 0.34043 0.24234
C 2.73377 2.20106 -0.56441
C -2.26140 -0.65869 -0.78897
C 2.20527 0.82213 -0.24203
C 3.16620 -0.08072 -0.24673
O -0.63362 -1.14652 1.22721
O -2.64693 -2.59021 0.96006
O 0.95271 0.75336 0.14990
S -1.28829 -1.92627 0.25322
I 2.74301 -2.03660 0.41344
H -3.35429 -0.13143 1.01846
H -1.85914 0.61742 0.79282
H -3.33165 1.12730 -0.25176
H 2.31723 2.55386 -1.52382
H 2.48516 2.89682 0.29703
H 3.83670 2.23121 -0.74843
H -1.58736 -0.49011 -1.61583
H -3.06782 -1.19702 -1.18693
H -2.53457 -3.26982 1.59734
H 4.27099 0.07660 -0.24841
H 0.60771 -0.09280 0.46550
```



The evaluated energy relative to the best compared isomer or geometry (same formula, charge and spin) for the records listed, in turn: 8.610, 0.446 eV.
The evaluated energy for the records listed, in turn: -376.44740, -1118.63782 hartree.